A structure of composition C28H38BMoN4O2 in a non-equilibrium geometry, computed with ωB97M-V/def2-TZVPD.

Geometry as XYZ:
```
74
Properties=species:S:1:pos:R:3:mulliken_charge:R:1
Mo 0.1811 0.2212 -0.6156 0.42
O -1.1295 -0.0101 2.1090 0.07
O 0.9907 -0.7814 2.2673 -0.29
N 0.4643 2.1015 -0.3512 0.47
N -1.6051 -0.4245 -0.9417 0.49
N 0.4344 -1.6873 -0.8622 0.48
N 2.1117 0.4121 -0.8437 -0.02
C 2.8299 -1.9388 -1.1403 -0.76
C -0.5015 -2.3030 -1.6519 1.35
C -1.5370 3.4233 -0.8963 -0.66
C -1.0600 -4.2441 -3.1787 -0.87
C 1.5619 2.6772 -0.9053 0.77
C 3.6754 4.3134 -2.5755 -0.50
C 2.4753 1.6458 -1.3498 1.09
C 3.5402 1.8320 -2.2334 -0.56
C -1.8425 0.0513 4.4491 -1.85
C 4.0093 2.9938 -2.8416 -0.86
C 3.1797 -0.5556 -0.6074 -0.98
C -2.9825 -2.0154 -2.1670 -0.80
C -3.0924 1.4463 -1.5750 -0.70
C 1.7949 4.0591 -0.9455 -0.66
C 0.8513 -2.3120 4.1440 -1.82
C -3.2697 -3.1150 -2.9592 -0.87
C 1.0434 0.1639 4.4775 -1.80
C -2.4187 -4.1111 -3.4264 -0.60
C -2.7483 0.3690 -0.5319 -1.17
C -1.8530 -2.0602 3.1222 -1.81
C -1.9360 2.3767 -1.9406 -0.47
C -0.6058 2.8976 0.2159 -0.80
C 2.7499 4.7797 -1.6440 -0.70
C 1.5836 -2.4571 -0.4280 -0.98
C 0.4336 -0.9461 3.6306 1.38
C -1.7637 -1.5867 -1.6220 1.18
C -0.2236 -3.4593 -2.3969 -0.83
C -1.1115 -0.7521 3.3880 1.30
B 0.0639 -0.1888 1.5219 0.75
H 4.7855 2.8488 -3.5830 0.41
H 2.1256 0.0595 4.4859 0.48
H -2.4317 3.8457 -0.4360 0.47
H 1.9324 -2.3436 4.2538 0.45
H 1.1191 4.6632 -0.3528 0.38
H -2.8898 -1.8456 2.8710 0.48
H 2.7334 5.8518 -1.4889 0.43
H -1.7201 -0.4285 5.4152 0.41
H -3.8352 -1.3787 -1.9680 0.36
H 3.6641 -2.6110 -0.9448 0.54
H 0.4097 -2.4897 5.1198 0.43
H 0.8111 -3.7865 -2.4012 0.36
H 1.4509 -3.5310 -0.5778 0.86
H -2.4990 0.8309 0.4306 -0.18
H 4.2120 5.0693 -3.1353 0.41
H 0.5521 -3.1063 3.4667 0.35
H 4.0593 0.9373 -2.5547 0.39
H -2.8657 -4.8541 -4.0747 0.42
H -1.0421 1.7654 -2.2363 0.17
H -1.1603 2.2508 0.9085 -0.21
H -4.2994 -3.1911 -3.2853 0.43
H -3.6219 -0.2683 -0.3488 0.90
H 4.1382 -0.2247 -1.0104 0.75
H -3.9232 2.0384 -1.1903 0.47
H -1.4055 -2.6100 2.2938 0.19
H 2.6569 -1.8963 -2.2233 0.30
H 0.7905 1.1438 4.0768 0.26
H -2.9057 0.0817 4.2239 0.46
H -1.4766 1.0699 4.5168 0.38
H 3.2952 -0.6186 0.4850 0.08
H -0.5717 -5.0849 -3.6567 0.42
H -0.2216 3.7388 0.8082 0.72
H -1.8450 -2.6762 4.0154 0.45
H -1.0281 4.2412 -1.4122 0.39
H -3.4380 0.9619 -2.4936 0.41
H 1.6888 -2.2820 0.6513 -0.16
H -2.2297 2.9156 -2.8437 0.37
H 0.6929 0.0981 5.5027 0.44
```

Computed properties:
**Total charge**: +3
**Frontier orbital gap**: 6.4 eV
**DFT total energy**: -42214.527 eV
**HOMO energy**: -17.5710 eV

A structure of composition C28H38F4N7O3SeSiTl in a non-equilibrium geometry, computed with ωB97M-V/def2-TZVPD.

Geometry as XYZ:
```
83
Properties=species:S:1:pos:R:3:mulliken_charge:R:1
Tl 0.0605 0.3072 1.0947 0.91
Se 2.6766 -2.1032 0.8837 0.16
Si 3.6673 -3.9096 2.0072 0.39
F -1.3631 5.0801 3.0535 -0.35
F -2.4372 1.1940 0.4569 -0.19
F -2.7880 6.5745 1.3358 -0.34
F -3.9588 2.7680 -1.1769 -0.34
O -1.5891 -1.8329 1.2371 -0.20
O 0.7073 -4.0080 -0.2564 -0.62
O 0.8680 -2.4611 1.3291 -0.01
N -0.3620 0.0247 3.8845 0.82
N -0.3897 -0.0135 -1.6981 0.22
N -0.2539 1.3574 -7.0358 -0.75
N 0.2624 1.5129 -5.8026 0.76
N -0.7454 2.4430 -7.4495 -0.50
N 0.0639 0.2249 -3.8359 0.27
N -1.0304 2.2156 2.4519 -0.12
C -2.5300 2.5546 0.6890 0.06
C 0.7915 0.4091 -5.0637 -0.98
C -0.7376 5.4122 -5.2569 -0.56
C -0.6003 3.4002 -6.4857 0.09
C -1.0082 4.7329 -6.4214 -0.69
C -2.7184 5.2356 1.1377 0.15
C 0.5703 0.1385 -2.5748 0.76
C -0.4059 2.5239 3.7072 -0.99
C -2.0030 -3.3793 -0.6037 -1.76
C 2.0203 0.1774 -2.2626 -1.34
C -1.6885 -0.0207 4.4732 -1.16
C 0.3570 3.5007 -4.2269 -0.52
C 2.8407 -4.1697 3.7085 -0.98
C 0.4225 -1.1144 4.3201 -1.12
C 3.5668 -5.4553 0.8982 -1.01
C 0.3283 1.2700 4.2147 -1.13
C 5.4508 -3.2470 2.1598 -1.19
C -1.7840 3.0631 1.7954 0.29
C -3.3948 4.7019 0.0495 -0.65
C 0.2071 -3.2521 0.5353 -0.10
C -1.9757 4.4647 2.0005 0.40
C 0.0658 2.7993 -5.3901 1.33
C -1.5598 -0.0176 -2.3951 -1.04
C -3.2931 3.3317 -0.1405 -0.08
C -0.0616 4.8116 -4.1842 -0.65
C -1.7214 -4.1979 1.7674 -1.90
C -1.3026 0.1305 -3.7222 -0.87
C -1.3159 -3.1326 0.7381 1.91
H -2.2944 0.7657 4.0350 0.25
H 1.7676 -4.3062 3.6109 0.21
H -1.9497 0.1843 -4.5722 0.53
H 3.2451 -5.0535 4.1929 0.45
H -1.0588 6.4380 -5.1506 0.38
H -1.2402 -4.0060 2.7231 0.27
H 1.8467 0.5768 -4.8179 0.50
H 1.3136 1.2243 3.7380 0.38
H -2.5005 -1.5830 1.0410 0.15
H -2.4965 -0.1160 -1.8875 0.77
H -1.1520 2.8416 4.4480 0.47
H -1.5219 5.1877 -7.2542 0.44
H -1.6986 -4.3407 -1.0044 0.38
H 5.8281 -2.9662 1.1801 0.34
H 0.8676 3.0428 -3.3949 0.29
H 1.4134 -1.0780 3.8679 0.33
H 3.0035 -3.3224 4.3687 0.29
H -3.9748 5.3196 -0.6108 0.52
H 3.7908 -6.3581 1.4560 0.38
H 2.1417 0.1206 -1.1830 -0.07
H -0.0691 -2.0281 3.9898 0.00
H -1.4282 -5.1820 1.4158 0.41
H 4.2767 -5.3805 0.0799 0.30
H 2.5340 -0.6704 -2.7161 0.34
H 2.4789 1.1007 -2.6174 0.44
H 0.3334 3.3347 3.6321 0.44
H 0.7043 -0.4718 -5.7126 0.29
H -3.0830 -3.3737 -0.4737 0.52
H -2.7990 -4.1751 1.9113 0.47
H -2.1493 -0.9795 4.2464 0.29
H 0.4787 1.3579 5.3043 0.45
H -1.6545 0.1036 5.5666 0.32
H 0.1299 5.3974 -3.2976 0.42
H 0.5378 -1.1509 5.4161 0.42
H 5.4809 -2.3592 2.7835 0.31
H -1.7182 -2.6018 -1.3094 0.29
H 2.5797 -5.5596 0.4583 0.29
H 6.1269 -3.9778 2.5869 0.37
```

Computed properties:
**Total charge**: 0
**Frontier orbital gap**: 5.9 eV
**DFT total energy**: -135012.915 eV
**HOMO energy**: -6.3277 eV

A structure of composition C28H38FN5NiO3P2, computed with ωB97M-V/def2-TZVPD.

Geometry as XYZ:
```
78
Properties=species:S:1:pos:R:3:mulliken_charge:R:1
Ni -0.2873 -0.1416 -0.1662 -0.51
P -2.1197 -0.6665 -1.2038 1.10
P 0.7509 -0.9729 -1.8645 1.28
F -1.3880 -5.6774 4.1397 -0.35
O 3.4188 0.5500 1.2385 -0.73
O 1.4115 0.5093 0.3297 -0.62
O -0.1559 -1.8590 1.3004 -0.50
N 0.6686 -6.0024 6.0892 0.27
N 2.9285 -2.2791 3.9649 0.25
N -3.0271 4.2643 4.9998 -0.40
N -1.1371 1.0257 1.1870 0.59
N 0.8799 -6.9224 8.4546 -0.15
C -0.7589 2.3068 1.2316 -0.32
C 2.9453 -1.3264 3.0203 -0.32
C -1.7347 -1.0538 -2.9507 -0.91
C -1.2267 3.1845 2.1921 -0.72
C -3.4675 0.5405 -1.2458 -1.34
C -2.1119 2.7068 3.1501 0.69
C 1.7840 -6.9358 6.1669 -0.66
C 1.7611 -4.1326 5.0253 -0.52
C 0.6875 -5.0045 5.0860 -1.54
C 1.5426 0.3258 -2.8378 -1.47
C -0.4182 -1.8354 -2.9779 -0.87
C -0.3355 -4.8332 4.1397 0.28
C 2.1390 -7.1295 7.6441 -0.75
C -2.4963 1.3699 3.1133 -0.75
C -2.6186 3.5740 4.1793 -0.27
C 2.0639 -2.1482 -1.4657 -1.38
C 0.8081 -1.9280 2.0879 1.08
C -1.9831 0.5675 2.1156 -0.19
C 1.9698 -1.0894 2.0884 0.19
C -0.3152 -7.4850 7.7420 -0.77
C 0.7956 -2.9743 3.1287 0.50
C -0.5831 -6.6383 6.4895 -0.68
C -0.2935 -3.8455 3.1988 -0.49
C 1.8403 -3.1325 4.0469 -0.29
C 3.7271 -1.6536 6.2349 -1.01
C 4.0444 -2.3471 4.9206 -1.00
C 2.3075 0.0597 1.1446 0.27
C -2.8610 -2.1845 -0.5413 -1.43
H 1.6644 -2.9458 -0.8395 0.29
H -0.5624 -2.8430 -2.5788 0.38
H 2.6482 -6.5492 5.6344 0.50
H -0.0655 -8.5168 7.5024 0.37
H 0.9806 -7.3374 9.3810 0.34
H 2.8517 -1.6249 -0.9231 0.38
H -3.8091 0.7454 -0.2311 0.34
H 4.5792 -1.7275 6.9099 0.39
H 0.7957 1.0143 -3.2326 0.38
H 2.5104 -8.1293 7.8600 0.38
H 3.5212 -0.5965 6.0680 0.34
H 2.1133 -0.1002 -3.6636 0.45
H 2.5367 -4.2211 5.7722 0.72
H -4.3077 0.1646 -1.8306 0.45
H -0.0197 -1.9394 -3.9879 0.53
H 2.2071 0.8793 -2.1742 0.37
H -1.0059 -7.2971 5.7273 0.41
H -3.1769 0.9673 3.8493 0.52
H 2.8578 -2.0913 6.7270 0.31
H 4.3138 -3.3939 5.0610 0.45
H 3.8218 -0.6908 2.9913 0.62
H 1.5263 -7.8950 5.7024 0.32
H -0.9002 4.2141 2.1969 0.53
H -2.5529 -1.5960 -3.4276 0.56
H -1.3181 -5.8641 6.7063 0.51
H -3.1937 -2.0053 0.4812 0.33
H -2.1096 -2.9728 -0.5109 0.32
H 2.4885 -2.5769 -2.3743 0.51
H 0.7396 -5.9186 8.5791 0.38
H -0.0425 2.6210 0.4854 0.49
H -3.7131 -2.5037 -1.1421 0.53
H -3.1151 1.4730 -1.6860 0.40
H -2.2289 -0.4846 2.0543 0.36
H 2.8604 -6.3945 7.9951 0.42
H -1.0964 -3.7494 2.4809 0.64
H 4.8965 -1.8748 4.4367 0.46
H -1.1628 -7.4829 8.4226 0.40
H -1.6263 -0.1007 -3.4753 0.37
```

Computed properties:
**Total charge**: +2
**Frontier orbital gap**: 8.2 eV
**DFT total energy**: -105573.341 eV
**HOMO energy**: -12.9754 eV
**Energy above the lowest of the compared OMol25 structures with the same formula, charge and spin**: 0.056 eV

Among the records above, which one has the lowest HOMO energy?
C28H38BMoN4O2

The lowest HOMO energy belongs to which entry?
C28H38BMoN4O2